No. 1
Density functional theory data (wB97M-V/def2-TZVPD) for C5H8N2 in the gas phase.

Last column: Mulliken charge in e.
Element x y z (Å)
1 C 2.305992 0.208266 0.009113  -0.857
2 N 0.893175 -0.072100 0.078700  0.180
3 C 0.348361 -1.313368 0.209512  -0.252
4 C -1.022615 -1.188705 0.176862  -0.902
5 C -1.325643 0.190525 0.005619  0.773
6 N -2.609569 0.775173 -0.010337  -0.566
7 C -0.121994 0.852509 -0.056433  -0.751
8 H 2.858462 -0.701040 0.265937  0.273
9 H 2.605990 0.521609 -0.998412  0.297
10 H 2.583529 0.999056 0.717037  0.313
11 H 0.977149 -2.188227 0.332815  0.336
12 H -1.731390 -1.986308 0.307128  0.358
13 H -3.290547 0.263217 -0.567307  0.252
14 H -2.569431 1.729831 -0.338303  0.234
15 H 0.098531 1.909562 -0.131936  0.313

Forces on atoms 1 to 3 (eV/Å):
C 0.24 0.10 -0.01
N -0.09 -0.17 0.03
C -0.12 0.13 0.01

Summary:
- Total charge: 0
- Max |F|: 0.40 eV/Å
- Gap between HOMO and LUMO: 0.31268 Eh
- Energy above the lowest of the compared OMol25 structures with the same formula, charge and spin: 45.00 kJ/mol
- Multiplicity: 1



No. 2
Density functional theory data (wB97M-V/def2-TZVPD) for a molecular structure, C5H8N2 at a distorted geometry.

Last column: Mulliken charge in e.
Element x y z (Å)
1 C 1.482821 0.607483 2.144782  -0.956
2 C 0.585561 0.362936 0.869507  0.309
3 C 0.399572 -0.944621 0.571329  -0.430
4 N -0.371196 -1.163334 -0.544993  -0.055
5 C -0.829776 -0.026279 -1.162189  0.219
6 N -1.583067 -0.195177 -2.340446  -0.472
7 C -0.493338 1.141616 -0.598673  -0.637
8 H 2.426842 1.127201 1.937922  0.245
9 H 0.973830 1.157595 2.943872  0.251
10 H 1.807690 -0.348089 2.630930  0.295
11 H 0.774069 -1.839970 1.090447  0.276
12 H -0.621669 -2.053457 -0.918379  0.220
13 H -2.572172 -0.000784 -2.302623  0.222
14 H -1.131048 0.083911 -3.194881  0.222
15 H -0.848120 2.090971 -1.126607  0.292

Forces on atoms 1 to 3 (eV/Å):
C -0.37 0.52 -0.50
C -0.77 0.02 -0.97
C -0.44 0.49 -0.61

Summary:
- Total charge: 0
- Max |F|: 2.93 eV/Å
- Gap between HOMO and LUMO: 0.33024 Eh
- Energy above the lowest of the compared OMol25 structures with the same formula, charge and spin: 309.74 kJ/mol
- Multiplicity: 1



No. 3
Density functional theory data (wB97M-V/def2-TZVPD) for C5H8N2 in the gas phase.

Last column: Mulliken charge in e.
Element x y z (Å)
1 C -0.243088 -1.376866 1.027867  -0.934
2 C 0.011057 -0.114945 0.680188  0.984
3 C 1.292959 0.601608 1.025106  -1.181
4 C -0.974832 0.641651 -0.171343  -1.029
5 N -0.571452 0.638985 -1.586368  -0.294
6 C -0.440920 -0.565486 -2.170029  0.420
7 N -0.383446 -1.592631 -2.707602  -0.462
8 H -1.173462 -1.875049 0.765517  0.265
9 H 0.474711 -1.940323 1.611271  0.275
10 H 1.101927 1.369659 1.783782  0.283
11 H 2.059887 -0.073209 1.416642  0.360
12 H 1.727301 1.113526 0.155814  0.287
13 H -1.066155 1.691362 0.133590  0.358
14 H -1.969570 0.187640 -0.124666  0.368
15 H 0.155084 1.294079 -1.839769  0.300

Forces on atoms 1 to 3 (eV/Å):
C 0.07 0.39 0.08
C -0.03 -0.36 0.17
C 0.04 0.03 0.05

Summary:
- Total charge: 0
- Max |F|: 0.93 eV/Å
- Gap between HOMO and LUMO: 0.38254 Eh
- Energy above the lowest of the compared OMol25 structures with the same formula, charge and spin: 120.20 kJ/mol
- Multiplicity: 1



No. 4
Density functional theory data (wB97M-V/def2-TZVPD) for 2 unconnected molecules or ions with the total composition C5H8N2 at a distorted geometry.

Last column: Mulliken charge in e.
Element x y z (Å)
1 C -1.188693 0.898009 -0.743461  -1.490
2 C -0.328728 0.175017 0.273470  0.225
3 C 0.193544 -1.197687 -0.015016  -0.594
4 C 1.067979 -0.236415 -0.086674  -0.356
5 H -0.919524 0.578185 -1.748927  0.308
6 H -1.042102 1.975879 -0.672913  0.343
7 H -2.245470 0.688541 -0.583632  0.355
8 H -0.541176 0.460426 1.305208  0.327
9 H -0.032388 -2.230641 -0.111100  0.384
10 H 2.030766 0.108330 -0.371432  0.462
11 N 1.414886 -1.558656 3.071270  -0.562
12 C 1.957223 -0.654359 2.492563  0.577
13 N 2.710657 0.059627 1.877336  -0.504
14 H 0.490609 -1.916483 2.931157  0.293
15 H 2.933241 1.010123 2.100258  0.233

Forces on atoms 1 to 3 (eV/Å):
C 0.05 -0.01 0.19
C -0.05 0.08 -0.22
C 0.71 0.89 0.13

Summary:
- Total charge: 0
- Max |F|: 1.59 eV/Å
- Gap between HOMO and LUMO: 0.37319 Eh
- Energy above the lowest of the compared OMol25 structures with the same formula, charge and spin: 359.22 kJ/mol
- Multiplicity: 1



No. 5
Density functional theory data (wB97M-V/def2-TZVPD) for C5H8N2 in the gas phase at a distorted geometry.

Last column: Mulliken charge in e.
Element x y z (Å)
1 C -2.117305 0.046339 -1.203429  -1.149
2 C -0.702811 0.019719 -0.723911  0.559
3 C 0.360311 -0.794579 -1.195581  -0.412
4 N 1.455122 -0.656165 -0.471902  -0.903
5 N 1.112589 0.209330 0.484489  0.597
6 C 1.857386 0.117182 1.837487  -0.868
7 C -0.145180 0.699972 0.332012  -0.491
8 H -2.172966 0.312347 -2.261694  0.288
9 H -2.713245 0.766775 -0.635121  0.312
10 H -2.586859 -0.938761 -1.078497  0.263
11 H 0.361302 -1.521824 -1.995147  0.448
12 H 2.274512 0.999991 1.369913  0.484
13 H 2.411117 -0.836323 1.889388  0.235
14 H 1.133744 0.085955 2.678412  0.227
15 H -0.527717 1.490042 0.973580  0.409

Forces on atoms 1 to 3 (eV/Å):
C -0.10 0.10 -0.15
C 0.10 0.00 -0.21
C -0.19 -0.06 -0.25

Summary:
- Total charge: 0
- Max |F|: 3.82 eV/Å
- Gap between HOMO and LUMO: 0.35672 Eh
- Energy above the lowest of the compared OMol25 structures with the same formula, charge and spin: 212.01 kJ/mol
- Multiplicity: 1



No. 6
Density functional theory data (wB97M-V/def2-TZVPD) for a molecular structure, C5H8N2 at a distorted geometry.

Last column: Mulliken charge in e.
Element x y z (Å)
1 C 0.148675 -0.356478 -0.742981  0.045
2 C -0.424608 0.944267 -0.219589  -0.242
3 C -0.409069 -0.830696 0.667328  -0.201
4 C 0.356735 0.048139 1.601771  -0.513
5 C 0.360976 1.261536 1.105163  -0.379
6 H 1.720786 -1.489875 -1.166117  0.282
7 H 1.320033 -0.190299 -2.356389  0.340
8 H -0.606017 -0.513858 -1.555244  0.244
9 H -0.947936 1.769013 -0.792956  0.398
10 H -2.203723 -0.262560 -0.287915  0.269
11 H -0.598518 -1.897414 0.869268  0.471
12 H 0.657898 -0.520564 2.589249  0.244
13 H 0.712657 2.322694 1.112120  0.388
14 N 1.520557 -0.399561 -1.249277  -0.709
15 N -1.608446 0.115654 0.425569  -0.639

Forces on atoms 1 to 3 (eV/Å):
C -1.56 0.99 -0.94
C -2.83 1.57 1.29
C -0.87 0.08 -2.01

Summary:
- Total charge: 0
- Max |F|: 4.99 eV/Å
- Gap between HOMO and LUMO: 0.36775 Eh
- Energy above the lowest of the compared OMol25 structures with the same formula, charge and spin: 434.78 kJ/mol
- Multiplicity: 1



No. 7
Density functional theory data (wB97M-V/def2-TZVPD) for C5H8N2 in the gas phase at a distorted geometry.

Last column: Mulliken charge in e.
Element x y z (Å)
1 C -0.547630 1.316076 1.036476  -0.936
2 N -0.183746 0.569101 -0.174414  -0.019
3 C -1.230748 -0.056656 -0.844918  -0.709
4 C -0.953868 -1.373969 -0.941848  -0.198
5 C 0.354855 -1.636026 -0.358538  -0.876
6 C 0.811108 -0.418886 0.024932  0.525
7 N 1.957730 0.315220 0.273444  -0.504
8 H 0.343805 1.730311 1.517124  0.324
9 H -1.224153 2.128086 0.764364  0.354
10 H -1.049217 0.638941 1.740367  0.288
11 H -2.085373 0.534316 -1.141451  0.394
12 H -1.582982 -2.103022 -1.424091  0.420
13 H 0.892262 -2.575908 -0.401665  0.384
14 H 2.863913 -0.128080 0.158339  0.230
15 H 1.561536 1.091880 -0.313811  0.324

Forces on atoms 1 to 3 (eV/Å):
C -0.13 0.16 0.03
N -0.60 -0.47 -0.05
C -0.45 -0.32 0.32

Summary:
- Total charge: 0
- Max |F|: 2.96 eV/Å
- Gap between HOMO and LUMO: 0.31393 Eh
- Energy above the lowest of the compared OMol25 structures with the same formula, charge and spin: 174.44 kJ/mol
- Multiplicity: 1